ORCA calculation (ωB97M-V/def2-TZVPD) on a 2-piece molecular cluster, C10H20 overall in a non-equilibrium geometry.

Summary:
SMILES = C1CCCC1.C1CCCC1
E_LUMO = 1.10 eV
HOMO energy = -10.3 eV
ΔE to the lowest compared entry with this formula, charge and spin = 296.3 kJ/mol
gap between HOMO and LUMO = 11.45 eV
total energy = -10691.510 eV

Structure (XYZ):
```
30
C10H20, DFT ωB97M-V/def2-TZVPD
C 0.280 -1.596 -1.200
C 1.153 -0.511 -1.823
C 0.442 0.263 -2.855
C -0.937 0.422 -2.147
C -1.168 -1.108 -1.541
H 0.348 -2.719 -1.581
H 0.468 -1.778 -0.181
H 2.235 -0.645 -2.010
H 1.200 0.173 -1.061
H 0.158 -0.249 -3.779
H 0.937 1.196 -2.850
H -1.743 0.756 -2.996
H -0.957 1.078 -1.384
H -1.843 -1.823 -2.121
H -1.815 -0.982 -0.728
C -1.107 0.780 1.632
C -0.528 -0.589 1.930
C 1.029 -0.366 2.134
C 1.089 1.116 2.443
C 0.118 1.794 1.399
H -1.794 0.576 0.747
H -1.735 1.181 2.474
H -0.621 -1.482 1.208
H -1.106 -1.065 2.821
H 1.230 -0.563 1.161
H 1.548 -1.142 2.721
H 2.064 1.516 2.354
H 0.586 1.410 3.365
H 0.577 1.552 0.379
H -0.110 2.805 1.490
```

Atom charges from the Mulliken analysis, given in e for atoms 1 to 5:
1. C -0.573
2. C 0.106
3. C -0.687
4. C -0.705
5. C -0.578